The following is a DFT calculation (ωB97M-V/def2-TZVPD) of a molecular structure, C21H16CuF4N8O2PS4.

```
! RIJCOSX wB97M-V def2-TZVPD def2/J DEFGRID3
* xyz 1 2
Cu 1.561 -0.022 -1.171
S -0.015 -4.020 1.707
C 0.334 -2.279 1.385
S -0.371 0.253 0.221
S 1.388 -3.326 0.352
N 0.278 2.286 -7.561
C -0.566 1.755 -6.665
S -2.194 1.721 -6.850
C 0.082 1.209 -5.434
C 1.156 1.855 -4.832
C 1.675 1.349 -3.655
N 1.196 0.246 -3.066
C 0.175 -0.391 -3.663
C -0.406 0.058 -4.829
H -0.104 2.684 -8.404
H 1.277 2.224 -7.464
H 1.572 2.766 -5.240
H 2.505 1.838 -3.161
H -0.197 -1.282 -3.171
H -1.243 -0.472 -5.261
F -0.868 -0.693 3.450
C -2.048 -0.974 2.873
C -3.170 -0.781 3.645
F -2.989 -0.390 4.905
C -4.464 -0.964 3.133
C -4.512 -1.378 1.792
C -3.376 -1.575 1.031
F -3.573 -1.944 -0.231
C -2.091 -1.392 1.546
C -0.818 -1.478 0.702
C -1.047 -2.140 -0.594
N -1.138 -2.615 -1.634
C 1.188 -1.691 2.404
N 1.954 -1.291 3.160
F -5.683 -1.587 1.205
C -5.644 -0.703 3.905
C -5.597 -0.226 5.240
N -5.610 0.185 6.316
C -6.955 -0.864 3.393
N -8.042 -0.953 3.020
N 5.089 -0.973 1.383
C 4.806 0.393 1.932
P 3.405 1.083 0.912
O 3.746 2.166 -0.032
O 2.839 -0.225 0.366
C 2.393 1.821 2.252
N 1.096 2.313 1.717
H 5.829 -0.961 0.682
H 4.192 -1.242 0.910
H 5.328 -1.650 2.108
H 5.697 1.014 1.908
H 4.471 0.256 2.959
H 2.979 2.659 2.632
H 2.190 1.114 3.052
H 0.564 1.498 1.291
H 1.243 3.013 0.985
H 0.514 2.722 2.448
*
```

Expectation value of S² ... 0.791
Frontier orbital gap (spin up / spin down) ... 7.3026 / 5.7331 eV
LUMO level (spin up / spin down) ... -0.1194 / -0.1773 Eh

The following is a DFT calculation (ωB97M-V/def2-TZVPD) of a molecular structure, C21H16F5N5O4SSiTa.

```
! RIJCOSX wB97M-V def2-TZVPD def2/J DEFGRID3
* xyz 1 1
Ta 0.741 -0.976 0.401
O -1.592 -4.425 -0.402
C -0.812 -3.430 -0.497
O -0.811 -2.470 0.302
C 0.187 -3.341 -1.597
C 0.391 -4.213 -2.642
C 1.398 -3.903 -3.558
C 2.161 -2.759 -3.392
C 1.893 -1.948 -2.300
N 0.925 -2.235 -1.450
C 2.637 -0.697 -1.913
O 3.473 -0.194 -2.590
O 2.192 -0.220 -0.739
H -2.151 -4.369 0.474
H -0.216 -5.103 -2.734
H 1.586 -4.564 -4.393
H 2.957 -2.485 -4.071
C -1.171 5.455 -1.536
Si -1.684 3.680 -1.290
C -1.695 2.787 -2.925
C -3.324 3.537 -0.422
C -0.377 2.926 -0.109
C 0.360 3.764 0.731
C 1.307 3.282 1.630
C 1.524 1.928 1.694
N 0.816 1.103 0.914
C -0.099 1.572 0.040
S -0.901 0.240 -0.836
H -1.717 5.876 -2.383
H -0.106 5.544 -1.760
H -1.395 6.080 -0.669
H -2.259 3.393 -3.639
H -2.179 1.813 -2.872
H -0.690 2.656 -3.331
H -4.114 3.996 -1.021
H -3.308 4.036 0.548
H -3.597 2.491 -0.260
H 0.199 4.834 0.678
H 1.869 3.950 2.266
H 2.249 1.476 2.357
F 3.683 -1.184 1.391
C 3.531 -2.350 1.992
F 1.663 -2.573 1.045
C 2.788 -1.973 3.313
F 1.979 -2.927 3.730
F 3.738 -1.755 4.220
F 2.055 -0.824 3.212
N -0.436 -0.875 2.182
C -1.177 -1.379 2.932
C -2.056 -2.181 3.603
C -2.494 -3.226 2.751
N -2.709 -4.002 1.927
C -2.454 -1.998 4.952
N -2.777 -1.843 6.045
*
```

Frontier orbital gap ... 6.6046 eV
LUMO level ... -0.1867 Eh

In order of appearance, relative energy (zero: lowest compared OMol25 entry of this formula, charge and spin) = 0.000, 0.668 eV.